--- P ---
The following is a quantum chemistry calculation of 2 unconnected molecules or ions with the total composition C5H13N2, from the Open Molecules 2025 dataset.

Each atom is followed by the atoms it is bonded to, with distances in Å.
Cartesian coordinates (Å):
1 H 1.740 1.044 -0.977  C19 1.091
2 H -2.608 -0.302 0.920  N13 1.005
3 H 1.862 0.861 1.311  C11 1.111
4 C -0.864 -0.974 0.088  N13 1.498, H15 1.090, C17 1.467
5 H 1.810 -2.206 -0.558  C10 1.071
6 H -2.000 -1.740 1.370  N13 0.995
7 N -1.181 1.899 -1.575  H9 1.019, H12 1.087, H20 1.078
8 H 0.042 1.312 1.429  C11 1.119
9 H -1.975 1.844 -2.211  N7 1.019
10 C 1.829 -1.204 -0.182  H5 1.071, H14 1.129, C17 1.619, C19 1.583
11 C 0.811 0.502 1.363  H3 1.111, H8 1.119, H16 1.075, C17 1.469
12 H -1.657 2.501 -0.804  N7 1.087
13 N -1.787 -0.776 1.252  H2 1.005, C4 1.498, H6 0.995
14 H 2.670 -0.890 0.503  C10 1.129
15 H -0.966 -2.006 -0.248  C4 1.090
16 H 0.651 -0.062 2.265  C11 1.075
17 C 0.485 -0.424 0.271  C4 1.467, C10 1.619, C11 1.469, C19 1.605
18 H 0.863 -0.310 -1.979  C19 1.116
19 C 1.318 0.038 -1.021  H1 1.091, C10 1.583, C17 1.605, H18 1.116
20 H -1.044 0.892 -1.217  N7 1.078

Properties
Net charge: +1
HOMO level, eV: -14.12

---

--- Q ---
The following is a quantum chemistry calculation of a gas-phase ion, C5H13N2 (charge +1), from the Open Molecules 2025 dataset.

Each atom is followed by the atoms it is bonded to, with distances in Å.
Cartesian coordinates (Å):
1 C 1.310 -0.530 0.342  H4 1.095, C11 1.443, N17 1.503
2 H 1.164 -0.131 -1.825  N17 1.023
3 H -1.464 -0.699 2.353  C5 1.058
4 H 2.266 -0.961 0.657  C1 1.095
5 C -1.203 -0.915 1.350  H3 1.058, C7 1.644, C11 1.591, H20 1.152
6 C 2.337 1.430 -0.949  H8 1.026, H9 1.127, H10 1.031, N17 1.586
7 C -2.183 -0.078 0.331  C5 1.644, N12 1.485, H16 1.164, H18 1.147
8 H 1.874 2.262 -0.565  C6 1.026
9 H 2.692 1.526 -2.015  C6 1.127
10 H 3.088 1.047 -0.357  C6 1.031
11 C 0.270 -0.315 1.318  C1 1.443, C5 1.591, H19 1.107
12 N -1.620 -0.121 -1.043  C7 1.485, H13 1.026, H15 1.060
13 H -2.330 0.148 -1.733  N12 1.026
14 H 0.213 0.501 -0.696  N17 1.042
15 H -1.430 -1.152 -1.199  N12 1.060
16 H -2.353 0.948 0.853  C7 1.164
17 N 1.217 0.308 -0.902  C1 1.503, H2 1.023, C6 1.586, H14 1.042
18 H -3.280 -0.415 0.313  C7 1.147
19 H 0.527 0.110 2.308  C11 1.107
20 H -1.327 -2.048 1.179  C5 1.152

Properties
Net charge: +1
HOMO level, eV: -12.91

---

--- R ---
The following is a quantum chemistry calculation of 2 unconnected molecules or ions with the total composition C5H13N2, from the Open Molecules 2025 dataset.

Each atom is followed by the atoms it is bonded to, with distances in Å.
Cartesian coordinates (Å):
1 N 1.429 -0.105 1.120  H5 0.990, H7 1.003, C10 1.494, C18 1.514
2 H 0.748 -1.074 -2.035  C6 1.063
3 H -1.957 -0.784 0.830  C8 1.068
4 H -1.701 1.608 -1.790  N20 1.005
5 H 1.999 0.531 1.621  N1 0.990
6 C 1.409 -1.088 -1.203  H2 1.063, H14 1.151, H17 1.015, C18 1.516
7 H 1.774 -0.999 1.413  N1 1.003
8 C -1.186 -0.409 1.467  H3 1.068, H9 1.140, C10 1.482, C19 1.505
9 H -1.060 -0.938 2.469  C8 1.140
10 C -0.001 0.135 0.762  N1 1.494, C8 1.482, C18 1.478, C19 1.507
11 H -0.677 1.418 2.434  C19 1.089
12 H -0.552 0.540 -2.309  N20 1.008
13 H -2.092 -0.005 -2.124  N20 1.011
14 H 1.125 -2.074 -0.682  C6 1.151
15 H -1.715 1.546 0.733  C19 1.134
16 H 1.408 0.943 -0.662  C18 1.015
17 H 2.407 -1.049 -1.382  C6 1.015
18 C 1.004 0.077 -0.321  N1 1.514, C6 1.516, C10 1.478, H16 1.015
19 C -0.961 1.079 1.439  C8 1.505, C10 1.507, H11 1.089, H15 1.134
20 N -1.402 0.649 -1.779  H4 1.005, H12 1.008, H13 1.011

Properties
Net charge: +1
HOMO level, eV: -13.76

---

Most stable: R

---

--- P ---
The following is a quantum chemistry calculation of a gas-phase ion, C5H13N2 (charge +1), from the Open Molecules 2025 dataset.

Each atom is followed by the atoms it is bonded to, with distances in Å.
Cartesian coordinates (Å):
1 H -2.976 -1.648 0.215  C3 1.085
2 H -1.685 -1.844 -1.004  C3 1.089
3 C -2.107 -1.189 -0.243  H1 1.085, H2 1.089, N5 1.510, C7 1.539
4 C -0.197 0.340 0.468  C7 1.496, C12 1.352, H20 1.092
5 N -2.567 0.041 -0.987  C3 1.510, H10 1.027, H15 1.034, H16 1.019
6 N 2.049 1.018 -0.121  C12 1.358, C18 1.455, H19 1.006
7 C -1.134 -0.756 0.868  C3 1.539, C4 1.496, H11 1.090, H13 1.095
8 H 3.617 0.144 0.913  C18 1.088
9 H 3.918 0.176 -0.760  C18 1.094
10 H -3.003 0.691 -0.322  N5 1.027
11 H -0.591 -1.665 1.125  C7 1.090
12 C 1.149 0.225 0.516  C4 1.352, N6 1.358, H17 1.088
13 H -1.759 -0.511 1.733  C7 1.095
14 H 4.030 1.699 0.186  C18 1.087
15 H -1.715 0.557 -1.265  N5 1.034
16 H -3.201 -0.080 -1.776  N5 1.019
17 H 1.571 -0.587 1.106  C12 1.088
18 C 3.474 0.776 0.040  N6 1.455, H8 1.088, H9 1.094, H14 1.087
19 H 1.753 1.274 -1.048  N6 1.006
20 H -0.628 1.336 0.354  C4 1.092

Properties
Net charge: +1
HOMO level, eV: -11.60

---

--- Q ---
The following is a quantum chemistry calculation of a gas-phase ion, C5H13N2 (charge +1), from the Open Molecules 2025 dataset.

Each atom is followed by the atoms it is bonded to, with distances in Å.
Cartesian coordinates (Å):
1 H 0.912 -0.247 -1.344  C15 1.076
2 H -2.064 -1.611 0.823  C14 1.103
3 C 1.361 2.068 -1.489  H8 1.095, N9 1.463, H16 1.131, H19 1.099
4 H -2.052 0.474 -0.498  C17 1.102
5 N 0.009 -0.368 1.911  C7 1.554, H11 1.035, H12 1.022, H13 1.028
6 H 0.942 -1.778 0.536  C7 1.075
7 C 0.054 -1.715 1.139  N5 1.554, H6 1.075, C14 1.552, H18 1.083
8 H 1.952 1.450 -0.805  C3 1.095
9 N 0.003 1.531 -1.579  C3 1.463, H10 1.008, C15 1.413
10 H -0.669 2.158 -1.166  N9 1.008
11 H -0.103 0.308 1.135  N5 1.035
12 H 0.796 -0.308 2.561  N5 1.022
13 H -0.832 -0.494 2.490  N5 1.028
14 C -1.164 -1.591 0.185  H2 1.103, C7 1.552, C17 1.568, H20 1.087
15 C -0.084 0.156 -1.270  H1 1.076, N9 1.413, C17 1.368
16 H 2.012 2.100 -2.413  C3 1.131
17 C -1.171 -0.187 -0.514  H4 1.102, C14 1.568, C15 1.368
18 H -0.051 -2.574 1.790  C7 1.083
19 H 1.528 3.033 -0.991  C3 1.099
20 H -1.377 -2.406 -0.501  C14 1.087

Properties
Net charge: +1
HOMO level, eV: -11.98

---

--- R ---
The following is a quantum chemistry calculation of a gas-phase ion, C5H13N2 (charge +1), from the Open Molecules 2025 dataset.

Each atom is followed by the atoms it is bonded to, with distances in Å.
Cartesian coordinates (Å):
1 H 3.127 1.792 -0.431  C15 1.059
2 H -1.699 -0.695 2.120  N20 1.038
3 H 2.974 0.734 0.924  C15 1.130
4 H 0.618 1.451 -1.030  C6 1.076
5 H -0.924 -0.164 -1.929  C12 1.124
6 C 1.037 1.142 -0.089  H4 1.076, C8 1.503, C15 1.559, H18 1.095
7 H 2.776 0.053 -0.722  C15 1.091
8 C 0.260 -0.115 0.184  C6 1.503, N10 1.287, C16 1.543
9 H 1.931 -1.367 0.160  N10 1.077
10 N 0.865 -1.247 0.264  C8 1.287, H9 1.077, H11 1.081
11 H 0.338 -2.190 0.247  N10 1.081
12 C -1.711 -0.452 -1.179  H5 1.124, H13 1.133, C16 1.590, H17 1.176
13 H -2.606 0.189 -1.448  C12 1.133
14 H -2.702 -1.412 0.823  N20 1.020
15 C 2.582 0.939 -0.116  H1 1.059, H3 1.130, C6 1.559, H7 1.091
16 C -1.276 0.006 0.279  C8 1.543, C12 1.590, H19 1.068, N20 1.453
17 H -2.013 -1.586 -1.259  C12 1.176
18 H 0.727 1.871 0.668  C6 1.095
19 H -1.323 1.059 0.453  C16 1.068
20 N -1.813 -1.031 1.145  H2 1.038, H14 1.020, C16 1.453

Properties
Net charge: +1
HOMO level, eV: -14.11

---

--- S ---
The following is a quantum chemistry calculation of a gas-phase ion, C5H13N2 (charge +1), from the Open Molecules 2025 dataset.

Each atom is followed by the atoms it is bonded to, with distances in Å.
Cartesian coordinates (Å):
1 H 1.333 2.324 1.416  C3 1.080
2 C -0.055 -0.633 -0.874  C6 1.649, H9 1.117, N11 1.332, C16 1.535
3 C 0.967 1.503 0.817  H1 1.080, H14 1.086, C20 1.441
4 H 0.354 0.006 2.163  C20 1.094
5 H 0.794 -1.876 0.699  C16 1.093
6 C -1.546 -0.106 -0.407  C2 1.649, N7 1.443, H18 1.087, H19 1.096
7 N -1.629 1.069 0.426  C6 1.443, H12 1.035, H17 1.139
8 H 1.949 -0.923 -0.126  C16 1.082
9 H 0.320 0.305 -1.351  C2 1.117
10 H -0.470 -1.607 -2.595  N11 1.025
11 N 0.073 -1.648 -1.727  C2 1.332, H10 1.025, H15 1.112
12 H -2.271 1.772 0.017  N7 1.035
13 H 2.034 0.008 1.806  C20 1.078
14 H 1.580 1.629 -0.071  C3 1.086
15 H -0.576 -2.074 -0.931  N11 1.112
16 C 0.942 -0.883 0.266  C2 1.535, H5 1.093, H8 1.082, C20 1.518
17 H -0.665 1.651 0.599  N7 1.139
18 H -2.232 -0.895 -0.112  C6 1.087
19 H -1.972 0.206 -1.368  C6 1.096
20 C 1.070 0.170 1.353  C3 1.441, H4 1.094, H13 1.078, C16 1.518

Properties
Net charge: +1
HOMO level, eV: -13.90

---

Most stable: R

---

--- P ---
The following is a quantum chemistry calculation of 2 unconnected molecules or ions with the total composition C5H13N2, from the Open Molecules 2025 dataset.

Each atom is followed by the atoms it is bonded to, with distances in Å.
Cartesian coordinates (Å):
1 H 1.936 1.190 -1.369  C13 1.159
2 H 0.292 -0.924 -0.275  C16 1.080
3 C -0.708 0.864 0.594  H4 1.097, H7 1.105, C16 1.553, N20 1.431
4 H -0.410 0.898 1.650  C3 1.097
5 C 2.608 -0.424 -0.005  H9 1.078, C13 1.508, C15 1.392
6 H 3.567 0.284 1.904  C15 1.181
7 H -0.777 1.897 0.208  C3 1.105
8 H -2.565 0.575 1.011  N20 0.980
9 H 2.483 -1.408 -0.428  C5 1.078
10 H -0.283 -0.270 -2.482  N19 1.022
11 H 1.705 1.375 0.528  C13 1.148
12 H -6.793 -2.076 -0.333  H14 0.774
13 C 1.640 0.671 -0.376  H1 1.159, C5 1.508, H11 1.148, C16 1.506
14 H -6.718 -1.509 0.187  H12 0.774
15 C 3.533 -0.510 1.031  C5 1.392, H6 1.181, H18 1.212
16 C 0.229 0.146 -0.413  H2 1.080, C3 1.553, C13 1.506, N19 1.491
17 H -1.361 0.261 -1.365  N19 1.068
18 H 3.931 -1.626 1.286  C15 1.212
19 N -0.377 0.432 -1.745  H10 1.022, C16 1.491, H17 1.068
20 N -1.933 0.152 0.392  C3 1.431, H8 0.980

Properties
Net charge: +1
HOMO level, eV: -13.10

---

--- Q ---
The following is a quantum chemistry calculation of 2 unconnected molecules or ions with the total composition C5H13N2, from the Open Molecules 2025 dataset.

Each atom is followed by the atoms it is bonded to, with distances in Å.
Cartesian coordinates (Å):
1 H 1.755 -2.118 -0.468  C10 1.065
2 N 2.135 -1.139 1.404  C10 1.507, H12 1.136, H20 1.065
3 H -0.884 1.451 -1.306  C9 1.061
4 N 1.728 1.496 0.703  H7 1.044, H13 1.086, H15 0.978
5 H -1.094 -1.758 -1.316  C14 1.104
6 H -2.242 1.262 -2.458  C9 1.103
7 H 2.335 2.222 0.262  N4 1.044
8 H -2.527 2.258 -0.925  C9 1.241
9 C -1.927 1.281 -1.400  H3 1.061, H6 1.103, H8 1.241, C17 1.515
10 C 1.245 -1.519 0.250  H1 1.065, N2 1.507, C19 1.413
11 H -2.145 0.473 0.450  C17 1.073
12 H 2.202 -1.862 2.278  N2 1.136
13 H 1.639 0.562 0.156  N4 1.086
14 C -1.149 -0.948 -0.567  H5 1.104, C17 1.474, C19 1.397
15 H 1.859 1.323 1.656  N4 0.978
16 H -0.558 -0.632 1.230  C19 1.099
17 C -2.217 0.068 -0.541  C9 1.515, H11 1.073, C14 1.474, H18 1.068
18 H -3.179 -0.369 -0.699  C17 1.068
19 C -0.075 -1.018 0.322  C10 1.413, C14 1.397, H16 1.099
20 H 3.101 -1.031 0.969  N2 1.065

Properties
Net charge: +1
HOMO level, eV: -12.82

---

Most stable: Q

---

--- P ---
The following is a quantum chemistry calculation of a gas-phase ion, C5H13N2 (charge +1), from the Open Molecules 2025 dataset.

Each atom is followed by the atoms it is bonded to, with distances in Å.
Cartesian coordinates (Å):
1 H 1.506 2.138 1.211  C17 1.096
2 H -2.521 -2.545 0.401  N8 1.026
3 H -0.427 1.152 1.757  C16 1.090
4 C -0.627 -0.290 0.246  C12 1.330, C16 1.497, N18 1.471
5 H -1.315 -2.256 -0.731  N8 1.055
6 H 1.809 0.560 1.026  C17 1.102
7 C 1.774 1.597 -0.899  H9 1.091, H10 1.094, H14 1.093, C17 1.495
8 N -1.503 -2.508 0.276  H2 1.026, H5 1.055, C12 1.445, H15 1.017
9 H 1.954 0.775 -1.594  C7 1.091
10 H 2.747 2.092 -0.838  C7 1.094
11 H 0.383 -0.676 -1.476  N18 1.018
12 C -1.107 -1.301 0.965  C4 1.330, N8 1.445, H19 1.082
13 H -0.962 0.170 -1.689  N18 1.015
14 H 1.091 2.287 -1.402  C7 1.093
15 H -1.231 -3.447 0.557  N8 1.017
16 C -0.251 1.092 0.683  H3 1.090, C4 1.497, C17 1.553, H20 1.092
17 C 1.267 1.353 0.485  H1 1.096, H6 1.102, C7 1.495, C16 1.553
18 N -0.592 -0.629 -1.185  C4 1.471, H11 1.018, H13 1.015
19 H -1.047 -1.319 2.045  C12 1.082
20 H -0.946 1.754 0.163  C16 1.092

Properties
Net charge: +1
HOMO level, eV: -14.15

---

--- Q ---
The following is a quantum chemistry calculation of a gas-phase ion, C5H13N2 (charge +1), from the Open Molecules 2025 dataset.

Each atom is followed by the atoms it is bonded to, with distances in Å.
Cartesian coordinates (Å):
1 C 1.194 0.152 0.051  C4 1.356, C13 1.484, N15 1.492
2 H -1.907 1.321 1.299  C5 1.095
3 H -1.867 -1.550 -1.428  N17 1.086
4 C 1.814 1.346 0.223  C1 1.356, H7 1.135, H8 1.097
5 C -1.895 0.928 0.277  H2 1.095, C6 1.451, H10 1.283, H20 1.148
6 C -1.236 -0.364 0.315  C5 1.451, C13 1.561, H16 1.072, N17 1.544
7 H 2.862 1.619 -0.116  C4 1.135
8 H 1.491 2.140 0.907  C4 1.097
9 H -0.189 -1.619 -1.055  N17 1.178
10 H -1.058 1.671 -0.351  C5 1.283
11 H 2.498 -0.621 -1.316  N15 1.006
12 H 2.193 -1.555 -0.093  N15 0.987
13 C 0.173 -0.382 0.986  C1 1.484, C6 1.561, H18 1.158, H19 1.072
14 H -0.784 -0.059 -1.679  N17 1.007
15 N 1.742 -0.978 -0.755  C1 1.492, H11 1.006, H12 0.987
16 H -1.740 -1.118 0.887  C6 1.072
17 N -1.083 -0.856 -1.140  H3 1.086, C6 1.544, H9 1.178, H14 1.007
18 H 0.639 -1.341 1.438  C13 1.158
19 H 0.044 0.256 1.838  C13 1.072
20 H -2.891 1.010 -0.288  C5 1.148

Properties
Net charge: +1
HOMO level, eV: -13.23

---

Most stable: P